Entry from the OMol25 dataset: one molecule with the formula C18H18N2O5 in a non-equilibrium geometry (ωB97M-V with the def2-TZVPD basis set).

Values from the calculation:
Lowest unoccupied orbital energy, eV: -0.434
SMILES: CN(C)c1[nH]c2ccccc2c(=O)c1C=C1C(=O)OC(C)(C)OC1=O

CARTESIAN COORDINATES (ANGSTROEM)
C -3.18066 1.21183 1.59589
N -2.69218 -0.04920 1.13693
C -3.57174 -0.76655 0.24074
C -1.36589 -0.37540 1.42721
N -1.15800 -0.89769 2.69442
C 0.04879 -1.18405 3.22881
C 0.12980 -1.76691 4.52979
C 1.39207 -2.15772 5.02811
C 2.52748 -2.07541 4.23028
C 2.44602 -1.45213 3.00782
C 1.13292 -0.94441 2.45660
C 0.97202 -0.53393 1.02562
O 1.95936 -0.38196 0.33850
C -0.37553 -0.17218 0.54739
C -0.75157 0.34520 -0.81022
C -0.25092 0.03248 -2.13326
C 0.95425 -0.62212 -2.48354
O 1.01658 -1.79567 -2.09368
O 1.83795 -0.08759 -3.38749
C 1.45006 1.27756 -3.81300
C 2.06817 2.28376 -2.73435
C 2.18408 1.57401 -5.19868
O 0.05375 1.38606 -4.08295
C -0.75749 0.79570 -3.24836
O -1.97552 1.03777 -3.15652
H -4.05225 1.03839 2.27648
H -3.50378 1.98769 0.82280
H -2.42459 1.70328 2.24314
H -3.12048 -1.19683 -0.62135
H -4.41782 -0.19418 -0.13453
H -4.00553 -1.58440 0.90209
H -2.02221 -1.24312 3.13034
H -0.72655 -2.00005 5.07886
H 1.43414 -2.59295 5.97580
H 3.44331 -2.57181 4.52486
H 3.22590 -1.59226 2.26365
H -1.68040 0.92449 -0.77462
H 1.23460 2.90245 -2.29683
H 2.76878 3.02371 -3.14236
H 2.65804 1.80290 -1.95978
H 3.23166 1.48239 -5.09564
H 1.97801 0.86334 -5.95450
H 1.88533 2.56549 -5.58450


Entry from the OMol25 dataset: C40H44BiCl2N4O7SSi as an isolated structure in a non-equilibrium geometry (ωB97M-V with the def2-TZVPD basis set).

Values from the calculation:
Lowest unoccupied orbital energy, eV: 1.910
Net charge: -1

CARTESIAN COORDINATES (ANGSTROEM)
Bi -0.45976 0.39885 1.85362
Cl -4.76468 0.63943 7.15558
C -3.47893 0.08161 6.12399
C -2.50663 0.98826 5.69802
C -1.46678 0.57478 4.84058
N -0.56386 1.38306 4.17351
C -0.26584 2.55031 4.62425
O -0.68899 3.26078 5.54088
C 0.81357 3.19785 3.73970
C 0.51946 4.44153 3.08508
C 1.49722 5.08733 2.38152
C 2.73875 4.46399 2.32658
C 2.91580 3.20230 2.85188
N 1.94454 2.57155 3.52525
C -1.50300 -0.78442 4.44210
C -2.49892 -1.64284 4.86594
C -3.51121 -1.25851 5.73825
Cl -4.70949 -2.40069 6.26357
N -0.47296 -1.10980 3.56525
C 0.39970 -2.08686 3.71410
O 0.36394 -3.05321 4.50270
C 1.60439 -1.93333 2.80275
C 2.60949 -2.89317 2.78905
C 3.69047 -2.71166 1.92337
C 3.73763 -1.61334 1.12577
C 2.72201 -0.69871 1.25119
N 1.67929 -0.85627 2.05670
H -2.58419 1.98324 6.13758
H -0.47789 4.85199 3.26706
H 1.45526 6.03311 1.92186
H 3.59432 4.94190 1.92793
H 3.85557 2.62207 2.69178
H -2.42124 -2.68503 4.67222
H 2.51220 -3.73784 3.45217
H 4.47191 -3.41237 1.87213
H 4.43159 -1.41975 0.35407
H 2.70384 0.26102 0.68151
C -0.67725 -5.52801 -1.39573
C -0.93747 -4.86860 -0.06293
C 0.21807 -4.60624 0.89003
C -2.06437 -5.61141 0.64872
O -1.58815 -3.55762 -0.40803
Si -0.89934 -2.12428 -0.74209
O -0.66174 -1.22834 0.53001
O 0.45795 -2.38617 -1.60931
C 0.97912 -1.84751 -2.87193
C 0.70111 -0.34229 -3.05828
C 2.43187 -2.15783 -2.76057
C 0.37534 -2.63667 -4.01962
O -1.85425 -1.43635 -1.94793
C -3.23196 -0.91403 -1.86650
C -3.37741 -0.04451 -0.62375
C -3.41074 -0.13532 -3.19538
C -4.14758 -2.13072 -1.73387
H -0.27270 -6.50357 -1.28521
H -0.07566 -4.98747 -2.11157
H -1.68478 -5.66722 -1.77308
H 0.54194 -5.61320 1.10565
H -0.14394 -4.16081 1.77850
H 1.00382 -4.04979 0.38186
H -1.72602 -6.66478 0.93668
H -2.86971 -5.69031 -0.07836
H -2.49508 -5.14232 1.49892
H 1.00546 0.27948 -2.18758
H -0.37728 -0.26233 -3.32324
H 1.19827 -0.01812 -3.94881
H 2.83830 -1.79492 -1.85574
H 2.94306 -1.65849 -3.57997
H 2.49311 -3.21109 -2.77481
H -0.70006 -2.83200 -3.82490
H 0.91029 -3.56963 -4.14336
H 0.40088 -1.97569 -4.90052
H -2.59860 0.73836 -0.59704
H -3.28648 -0.65055 0.28037
H -4.33826 0.45082 -0.56644
H -2.65241 0.63758 -3.23449
H -4.39922 0.31693 -3.23793
H -3.37758 -0.76677 -4.07126
H -3.87509 -2.61819 -0.77664
H -4.03815 -2.79623 -2.60325
H -5.20784 -1.89361 -1.63736
C 1.22641 7.47353 -3.86304
C 1.92533 7.11912 -5.08455
O 2.26323 7.94839 -5.91992
S 2.38730 5.41920 -5.42260
C 1.97965 4.52273 -3.95600
C 0.85781 3.74028 -3.88668
C 0.57559 3.04038 -2.76806
C 1.46708 3.09238 -1.66294
C 2.60565 3.86720 -1.71712
C 2.86712 4.59090 -2.86774
C 1.17959 2.26345 -0.52939
C 1.01309 1.63237 0.51926
H 1.19426 6.69646 -3.08519
H 0.19977 7.78350 -4.14234
H 1.76009 8.30261 -3.40947
H 0.21908 3.66074 -4.78004
H -0.26168 2.41640 -2.72956
H 3.32314 3.76122 -0.91360
H 3.80148 5.09175 -2.96376


Entry from the OMol25 dataset: C3H3O3Pt as an isolated structure in a non-equilibrium geometry (ωB97M-V with the def2-TZVPD basis set).

Values from the calculation:
Lowest unoccupied orbital energy (alpha / beta), eV: 0.504 / -2.054
2S+1: 4

CARTESIAN COORDINATES (ANGSTROEM)
C 1.17534 -0.44820 -0.34590
C -1.14476 -0.42993 0.06242
O -0.06737 -0.76266 -0.73648
O 1.42585 0.76871 -0.15672
C -1.71310 0.77651 -0.04072
H -1.61211 -1.27457 0.57161
H -1.96260 0.91520 1.07040
H -1.21959 1.60368 -0.55431
O 2.04031 -1.34096 -0.16485
Pt 3.07803 0.19221 0.29456


Entry from the OMol25 dataset: a 12-piece molecular cluster, C36H92N4O12 overall in a non-equilibrium geometry (ωB97M-V with the def2-TZVPD basis set).

Values from the calculation:
Lowest unoccupied orbital energy, eV: -0.076
SMILES: CC1(C)CCCC(C)(C)N1O.CC1(C)CCCC(C)(C)N1O.CC1(C)CCCC(C)(C)N1O.CC1(C)CCCC(C)(C)N1O.O.O.O.O.O.O.O.O

CARTESIAN COORDINATES (ANGSTROEM)
C -2.77238 9.99571 -1.88115
C -3.33526 10.88056 -0.70699
C -2.67988 12.30346 -0.66651
C -4.90310 10.98208 -0.84869
C -5.73707 11.18138 0.47023
C -5.34774 10.04854 1.46976
C -3.84757 10.13664 1.83546
C -3.66021 11.41847 2.62966
C -3.47752 8.81659 2.60328
N -2.98449 10.12743 0.62160
O -1.59590 10.13960 0.96202
H -3.22841 10.05139 -2.86960
H -1.73705 10.33617 -1.86429
H -2.88741 8.92420 -1.71761
H -3.10102 12.95795 0.09663
H -1.63463 12.18277 -0.38193
H -2.83870 12.93852 -1.53805
H -5.12631 11.74099 -1.59858
H -5.15421 9.99915 -1.24730
H -5.78236 12.20167 0.85108
H -6.76244 11.04547 0.12637
H -5.51103 9.07647 1.00445
H -5.93619 10.17391 2.37866
H -4.63775 11.78454 2.94351
H -3.23388 12.19497 1.99453
H -2.98391 11.14568 3.43979
H -3.30992 7.90885 2.02361
H -4.17394 8.54111 3.39525
H -2.50219 8.89301 3.08390
H -1.19706 9.50787 0.35916
C -7.84211 16.07936 6.99581
C -7.36384 14.83878 6.21179
C -6.93896 15.09825 4.80525
C -6.11681 14.33889 7.05327
C -5.74596 12.85184 6.78521
C -7.03009 11.94161 6.95702
C -8.15667 12.39444 6.06656
C -7.87997 11.95694 4.62041
C -9.36921 11.49575 6.54367
N -8.48028 13.83069 6.29227
O -9.67118 14.24348 5.63455
H -8.34989 15.99428 7.95655
H -7.06218 16.79161 7.26507
H -8.65947 16.51396 6.42035
H -7.57926 14.52549 4.13438
H -6.98207 16.16100 4.56691
H -5.89150 14.84919 4.63528
H -5.30943 15.04375 6.85478
H -6.23358 14.34445 8.13699
H -5.26968 12.67017 5.82175
H -4.96507 12.49238 7.45536
H -7.40365 12.14068 7.96147
H -6.73248 10.91396 6.74856
H -6.91629 12.31762 4.26078
H -8.53894 12.49906 3.94220
H -7.96523 10.87102 4.66065
H -10.12005 11.62265 5.76378
H -9.75788 11.73921 7.53249
H -9.15053 10.43626 6.67697
H -9.45924 13.78960 4.81560
C -12.66434 7.90435 0.32340
C -11.68418 9.15686 0.18866
C -10.19665 8.72138 0.03494
C -12.11506 9.85185 -1.12934
C -11.64311 11.31475 -1.23935
C -12.04899 12.19545 -0.07419
C -11.54806 11.48582 1.29418
C -10.10958 11.83238 1.55305
C -12.31424 12.21299 2.43159
N -11.85922 10.03487 1.31393
O -11.54349 9.43961 2.52630
H -12.43221 7.24552 1.16015
H -13.66614 8.19089 0.64339
H -12.81903 7.40492 -0.63302
H -9.49843 9.55258 -0.06348
H -9.95776 7.98582 0.80305
H -10.02100 8.19103 -0.90099
H -11.81431 9.24492 -1.98333
H -13.19886 9.85562 -1.24538
H -10.56882 11.31691 -1.05497
H -11.89292 11.78533 -2.19027
H -13.12135 12.38941 -0.09713
H -11.48461 13.10230 -0.29145
H -9.71824 12.84030 1.41502
H -9.51897 11.25736 0.83987
H -9.83614 11.71266 2.60138
H -11.87952 12.09218 3.42383
H -13.28102 11.71416 2.49947
H -12.62314 13.23171 2.19730
H -12.34718 9.58820 3.02989
C -1.79003 18.67628 11.49693
C -2.73698 18.47760 10.27321
C -3.91857 17.64885 10.60116
C -3.30228 19.91716 9.85526
C -3.81542 20.34372 8.46814
C -2.84494 19.62503 7.50021
C -2.36696 18.15286 7.74107
C -3.62123 17.31794 7.47450
C -1.12831 17.78237 6.80113
N -1.90905 17.96034 9.15064
O -1.43103 16.68796 9.32970
H -0.82891 18.95008 11.06174
H -1.86305 17.74602 12.06029
H -2.12976 19.50197 12.12216
H -3.89663 16.57688 10.40497
H -4.79792 18.10806 10.14954
H -4.06877 17.68665 11.68010
H -4.14225 20.03148 10.54044
H -2.72428 20.76296 10.22760
H -3.78610 21.43331 8.46053
H -4.85733 20.09096 8.27156
H -1.91596 20.16588 7.68067
H -3.07999 19.79892 6.45016
H -4.59272 17.71590 7.76763
H -3.66149 16.98644 6.43691
H -3.50016 16.40434 8.05655
H -0.21697 18.16571 7.26005
H -1.04351 16.69781 6.73299
H -1.17215 18.12438 5.76711
H -0.47814 16.79945 9.29555
O -2.70102 14.04380 8.35486
H -2.09720 14.32124 7.66590
H -2.62075 14.71759 9.02998
O -5.40877 11.71445 11.00450
H -4.82926 11.07437 11.41767
H -5.84836 11.22606 10.30847
O -4.87320 14.15769 10.22106
H -5.07080 13.26601 10.50758
H -4.41833 14.04627 9.38625
O -6.66785 16.00407 10.58303
H -6.16834 15.18837 10.61978
H -7.55392 15.73230 10.34373
O -10.76489 15.02151 8.61780
H -10.77878 14.20397 9.11546
H -10.00316 14.94019 8.04388
O -10.03649 10.79432 10.14371
H -10.51234 11.55138 10.48528
H -10.65758 10.36642 9.55432
O -7.72523 13.44837 10.22740
H -8.36637 12.73790 10.24744
H -6.87939 13.01116 10.32555
O -6.22812 9.84621 9.31419
H -6.13659 8.93030 9.57679
H -7.13815 9.92397 9.02780


Electronic energy, respectively: -32173.1495; -112090.8215; -12540.1992; -69346.1670 eV.
ΔE to the lowest compared entry with this formula, charge and spin, respectively: 4.179; 0.803; 0.000; 4.577 eV.